Molecular formula: C5H10O
Method: DFT, ωB97M-V with the def2-TZVPD basis set

Kohn-Sham gap   9.95 eV
HOMO energy   -8.842 eV
Electronic energy   -7391.1125 eV
Lowest unoccupied orbital energy   1.1 eV
Energy relative to the best compared isomer or geometry (same formula, charge and spin)   352.4 kJ/mol

Structure (ORCA input):
```
! RIJCOSX wB97M-V def2-TZVPD def2/J DEFGRID3
* xyz 0 1
C 1.894 -0.943 1.083
O 0.548 -0.538 1.027
C -0.018 -0.611 -0.271
C -1.410 -0.888 -0.647
C -0.320 0.663 -0.868
C -1.010 1.772 -0.107
H 1.951 -1.940 1.530
H 2.480 -0.247 1.696
H 2.366 -0.981 0.088
H 0.590 -1.208 -0.969
H -2.285 -0.456 -0.175
H -1.652 -1.888 -1.065
H 0.441 1.055 -1.564
H -0.315 2.426 0.442
H -1.718 1.377 0.623
H -1.542 2.407 -0.822
*
```

---

Molecular formula: C4H8N2O
Method: DFT, ωB97M-V with the def2-TZVPD basis set

Kohn-Sham gap   3.35 eV
HOMO energy   -7.157 eV
Electronic energy   -9294.4102 eV
Lowest unoccupied orbital energy   -3.8 eV
Energy relative to the best compared isomer or geometry (same formula, charge and spin)   1156.2 kJ/mol

Structure (ORCA input):
```
! RIJCOSX wB97M-V def2-TZVPD def2/J DEFGRID3
* xyz 0 1
C 0.196 -0.956 0.063
C 0.066 0.255 0.839
C -0.264 1.926 -0.487
N -0.230 1.736 -1.773
C 0.706 1.525 0.487
N -0.790 0.438 1.797
H -0.795 -1.286 -0.328
H 0.724 -0.930 -0.894
H 0.416 -1.819 0.685
H -1.284 2.050 -0.029
H -0.343 2.564 -2.355
H 1.359 2.110 1.121
H -0.880 -0.180 2.595
H 0.669 -4.189 -0.860
O 0.448 -3.244 -0.862
*
```

---

Molecular formula: C41H42CrN9O7P
Method: DFT, ωB97M-V with the def2-TZVPD basis set

Expectation value of S²   6.02
Kohn-Sham gap (spin up / spin down)   7.30 / 7.20 eV
HOMO energy (spin up / spin down)   -12.288 / -12.423 eV
Electronic energy   -108635.7816 eV
Lowest unoccupied orbital energy (spin up / spin down)   -5.0 / -5.2 eV
Energy relative to the best compared isomer or geometry (same formula, charge and spin)   86.5 kJ/mol

Structure (ORCA input):
```
! RIJCOSX wB97M-V def2-TZVPD def2/J DEFGRID3
* xyz 2 5
Cr -0.297 -0.401 -1.273
O 1.475 -0.837 -3.428
N 0.179 -1.272 -3.122
C -0.412 -1.891 -4.072
C -1.639 -2.687 -4.033
C -2.056 -3.163 -5.283
C -3.061 -4.104 -5.383
C -3.632 -4.609 -4.224
C -3.231 -4.135 -2.984
C -2.253 -3.155 -2.863
P -1.829 -2.533 -1.171
C -1.042 -4.036 -0.485
C -0.191 -4.745 -1.334
C 0.517 -5.844 -0.876
C 0.387 -6.255 0.442
C -0.446 -5.552 1.299
C -1.148 -4.446 0.843
C -3.535 -2.359 -0.544
C -4.242 -1.275 -1.068
C -5.565 -1.060 -0.726
C -6.202 -1.929 0.155
C -5.510 -3.012 0.673
C -4.181 -3.232 0.323
H 1.787 -1.338 -4.198
H 0.096 -1.901 -5.038
H -1.574 -2.792 -6.180
H -3.378 -4.461 -6.353
H -4.392 -5.377 -4.283
H -3.695 -4.537 -2.092
H -0.078 -4.447 -2.369
H 1.166 -6.384 -1.553
H 0.933 -7.117 0.800
H -0.551 -5.864 2.330
H -1.769 -3.902 1.541
H -3.749 -0.593 -1.754
H -6.104 -0.221 -1.146
H -7.239 -1.767 0.421
H -6.008 -3.706 1.337
H -3.672 -4.099 0.718
N -3.627 -1.054 1.676
N -3.038 -1.661 2.782
C -1.726 -1.939 2.817
N -1.230 -2.397 3.966
N -1.066 -1.833 1.647
N 0.262 -1.748 1.662
O 0.802 -1.675 0.553
O 0.951 -1.775 2.690
H -3.891 -0.103 1.903
H -4.429 -1.592 1.370
H -3.588 -1.835 3.611
H -1.791 -2.429 4.800
H -0.226 -2.471 4.039
C 3.575 5.060 1.314
O 2.948 3.978 2.002
C 3.040 3.944 3.345
C 3.513 4.982 4.143
C 3.589 4.822 5.520
C 3.204 3.634 6.125
C 2.720 2.604 5.338
C 2.615 2.767 3.966
N 2.188 1.657 3.171
C 1.274 1.571 2.239
C 0.235 2.442 1.848
C -0.051 3.704 2.432
C -1.106 4.455 2.006
C -1.923 3.967 0.963
C -1.696 2.746 0.388
C -0.621 1.927 0.816
O -0.437 0.751 0.332
H 3.572 4.778 0.267
H 4.603 5.186 1.652
H 3.016 5.986 1.463
H 3.832 5.910 3.693
H 3.963 5.638 6.123
H 3.280 3.511 7.196
H 2.411 1.667 5.785
H 2.711 0.804 3.326
H 1.300 0.624 1.715
H 0.566 4.071 3.238
H -1.318 5.412 2.459
H -2.756 4.569 0.619
H -2.343 2.362 -0.392
O 6.559 1.214 -2.772
C 6.312 2.603 -2.657
N 4.905 2.804 -2.882
C 4.015 2.765 -1.855
O 4.313 2.830 -0.681
C 2.576 2.644 -2.277
C 1.949 3.536 -3.136
C 0.615 3.334 -3.451
C -0.034 2.236 -2.920
N 0.564 1.376 -2.091
C 1.841 1.593 -1.761
H 7.446 1.021 -2.450
H 6.871 3.165 -3.408
H 6.546 2.976 -1.661
H 4.562 2.580 -3.803
H 2.489 4.385 -3.537
H 0.080 4.016 -4.096
H -1.069 2.032 -3.165
H 2.295 0.911 -1.051
*
```

---

Molecular formula: C46H47ClN8O9S
Method: DFT, ωB97M-V with the def2-TZVPD basis set

Kohn-Sham gap   7.38 eV
HOMO energy   -7.457 eV
Electronic energy   -102173.5564 eV
Lowest unoccupied orbital energy   -0.1 eV

Structure (ORCA input):
```
! RIJCOSX wB97M-V def2-TZVPD def2/J DEFGRID3
* xyz 0 1
C -2.492 5.476 -5.719
C -1.802 4.429 -4.918
C -0.758 4.587 -4.058
C -0.341 3.355 -3.464
C -1.080 2.287 -3.913
N -0.891 0.969 -3.571
C -1.785 -0.073 -3.459
N -1.149 -1.153 -3.122
N 0.162 -0.867 -3.005
C 0.322 0.391 -3.259
C 1.600 1.156 -3.296
N 1.557 2.270 -2.383
C 0.705 3.211 -2.450
C 0.765 4.215 -1.375
C -0.406 4.765 -0.860
C -0.358 5.649 0.200
C 0.870 5.996 0.746
C 2.046 5.453 0.249
C 1.987 4.559 -0.802
H 2.893 4.124 -1.197
H 2.993 5.724 0.688
Cl 0.934 7.112 2.061
H -1.265 6.069 0.607
H -1.359 4.472 -1.274
C 2.776 0.239 -2.933
C 2.748 -0.338 -1.515
O 3.013 -1.506 -1.303
N 2.519 0.599 -0.574
C 2.528 0.490 0.813
C 2.788 -0.693 1.493
C 2.863 -0.712 2.874
C 2.691 0.455 3.608
C 2.403 1.639 2.929
C 2.316 1.656 1.553
H 2.111 2.584 1.035
H 2.259 2.539 3.506
O 2.857 0.571 4.962
C 2.657 -0.546 5.795
H 3.208 -1.428 5.452
H 3.062 -0.234 6.761
C 1.172 -0.899 5.942
O 0.857 -2.062 5.203
C -0.535 -2.293 5.199
C -0.894 -3.553 4.408
O -0.889 -3.371 3.010
C 0.391 -3.468 2.412
C 0.879 -4.935 2.305
O 1.213 -5.334 0.999
C 2.388 -4.753 0.461
C 2.160 -4.485 -1.037
N 1.039 -3.606 -1.214
C -0.252 -3.963 -1.201
C -1.250 -3.014 -0.933
C -2.615 -3.312 -1.055
C -3.051 -4.569 -1.395
C -2.068 -5.546 -1.599
C -0.727 -5.264 -1.504
H -0.016 -6.057 -1.670
H -2.375 -6.552 -1.844
H -4.101 -4.796 -1.483
C -3.378 -2.093 -0.727
O -4.567 -1.879 -0.755
N -2.422 -1.161 -0.352
C -1.122 -1.648 -0.470
O -0.152 -0.982 -0.156
C -2.725 0.184 0.090
C -1.439 1.010 0.173
O -1.033 1.666 -0.761
N -0.884 1.132 1.423
C -1.261 0.518 2.597
O -0.635 0.707 3.612
C -2.495 -0.341 2.518
C -3.445 0.159 1.439
H -3.789 1.168 1.679
H -4.317 -0.491 1.361
H -2.166 -1.365 2.306
H -2.979 -0.349 3.496
H -0.002 1.642 1.468
H -3.369 0.648 -0.670
H 1.244 -2.624 -1.067
H 3.041 -3.991 -1.449
H 1.991 -5.430 -1.554
H 2.615 -3.807 0.960
H 3.237 -5.437 0.598
H 0.053 -5.594 2.586
H 1.725 -5.114 2.984
H 0.270 -3.057 1.408
H 1.100 -2.849 2.968
H -1.921 -3.831 4.660
H -0.221 -4.366 4.701
H -1.047 -1.425 4.764
H -0.886 -2.420 6.237
H 0.924 -1.070 7.002
H 0.575 -0.053 5.575
H 3.076 -1.646 3.371
H 2.952 -1.594 0.927
H 2.211 1.502 -0.947
H 3.705 0.807 -3.034
H 2.798 -0.603 -3.625
H 1.734 1.529 -4.329
C -3.240 0.039 -3.695
H -3.732 -0.834 -3.276
H -3.637 0.942 -3.232
H -3.451 0.081 -4.764
S -2.315 2.772 -5.030
C -0.098 5.908 -3.824
H -0.073 6.481 -4.749
H -0.645 6.488 -3.081
H 0.919 5.772 -3.465
H -2.840 6.283 -5.075
H -1.812 5.905 -6.456
H -3.345 5.053 -6.243
*
```